[1]
The following is a quantum chemistry calculation of a cluster of 8 separate species, C21H51Cl2N16O9 in total, from the Open Molecules 2025 dataset.

XYZ file:
```
99
Properties=species:S:1:pos:R:3:forces:R:3:mulliken_charge:R:1
C 1.842 2.278 2.733 0.0 0.0 0.1 -0.443
O 0.964 1.281 2.301 0.0 0.0 -0.2 -0.315
C 1.430 -0.055 2.505 -0.5 -0.1 0.0 -0.893
C 1.098 -0.916 1.288 0.2 0.2 0.1 0.659
C 2.190 -1.944 0.960 -0.4 0.0 -0.4 -0.565
C 2.243 -2.308 -0.540 0.4 -0.4 0.3 -0.780
C 3.364 -1.546 -1.263 -0.6 -0.1 -0.1 -1.051
C 3.266 -0.019 -1.021 1.2 0.0 0.2 1.549
C 4.464 0.475 -0.169 -1.2 0.6 0.5 -1.496
N 4.587 1.930 -0.574 0.4 -0.5 -0.6 0.273
O 5.946 2.404 -0.436 -0.4 0.2 0.2 -0.355
C 6.166 2.925 0.748 0.1 0.0 0.1 0.541
N 6.393 3.403 1.768 0.0 -0.1 -0.1 -0.379
C 4.344 1.885 -2.040 1.2 -0.3 -1.4 -1.286
C 3.196 0.938 -2.296 -1.0 -0.8 1.5 0.079
C 1.765 1.441 -2.385 0.1 0.8 -0.4 -0.237
Cl 0.645 0.123 -2.285 0.0 -0.2 -0.3 -0.223
C 1.233 2.656 -2.577 0.2 -0.5 0.1 0.869
C -0.229 2.967 -2.653 0.1 0.2 -0.1 -1.318
Cl 2.249 4.059 -2.744 0.1 0.1 0.1 -0.211
H 2.622 2.494 1.975 0.1 -0.1 0.0 -0.138
H 1.284 3.199 2.895 -0.1 0.0 -0.1 0.292
H 2.346 2.018 3.668 0.0 0.0 0.0 0.347
H 0.913 -0.487 3.363 0.4 0.1 0.3 0.453
H 2.511 -0.043 2.682 0.0 0.0 0.1 0.634
H 0.966 -0.235 0.445 -0.2 0.0 0.1 0.045
H 0.139 -1.410 1.442 0.1 -0.2 -0.1 -0.350
H 2.048 -2.850 1.549 0.0 0.1 0.1 0.417
H 3.158 -1.517 1.239 0.1 -0.2 0.2 0.358
H 2.440 -3.378 -0.633 0.1 0.0 -0.1 0.420
H 1.285 -2.140 -1.027 -0.1 0.1 0.1 0.254
H 4.318 -1.938 -0.903 0.1 0.1 0.0 0.406
H 3.330 -1.764 -2.333 0.0 0.1 0.0 0.263
H 2.440 0.163 -0.345 -0.3 0.2 -0.5 -0.673
H 5.427 -0.006 -0.306 0.1 0.1 -0.2 0.167
H 4.129 0.491 0.867 0.6 -0.3 0.2 0.544
H 3.945 2.555 -0.069 0.1 0.1 0.1 0.493
H 4.414 2.848 -2.529 -0.5 0.2 0.4 0.746
H 5.235 1.355 -2.394 0.0 0.0 0.1 0.440
H 3.413 0.295 -3.147 0.0 0.3 -0.3 0.276
H -0.669 2.981 -1.652 -0.1 -0.1 0.0 0.264
H -0.753 2.246 -3.278 0.0 -0.1 0.1 0.356
H -0.366 3.952 -3.092 0.0 0.0 0.0 0.452
C -3.207 0.664 -0.523 -0.1 -0.2 -0.2 0.739
O -2.635 1.295 0.358 0.1 0.0 0.0 -0.696
N -2.552 0.253 -1.654 0.0 0.1 0.1 -0.160
N -4.517 0.311 -0.462 -0.1 -0.1 0.0 -0.337
H -2.998 -0.260 -2.393 -0.1 0.0 0.0 0.148
H -1.579 0.489 -1.713 -0.2 0.0 0.0 0.023
H -5.044 0.588 0.344 0.0 0.1 0.0 0.217
H -4.979 -0.206 -1.194 0.0 0.0 -0.1 0.137
C -2.487 -2.052 2.753 -0.1 0.6 0.3 0.895
O -1.767 -2.881 2.188 -0.2 -0.2 -0.3 -0.852
N -3.479 -2.426 3.606 0.0 -0.1 -0.2 -0.408
N -2.318 -0.720 2.565 0.1 -0.5 0.1 -0.073
H -4.077 -1.776 4.079 0.0 0.0 0.0 0.152
H -3.601 -3.408 3.771 0.0 0.0 0.1 0.225
H -1.594 -0.439 1.930 -0.2 0.3 -0.1 -0.155
H -2.853 -0.010 3.027 0.0 0.0 -0.1 0.183
C -6.945 -0.299 -3.802 -0.2 0.0 0.0 0.637
O -5.908 -0.875 -3.486 0.2 0.1 0.2 -0.706
N -7.007 0.623 -4.798 0.0 -0.1 0.0 -0.320
N -8.132 -0.546 -3.175 0.1 0.0 0.0 -0.361
H -7.862 1.091 -5.052 0.0 0.2 0.1 0.187
H -6.159 0.836 -5.285 0.0 0.0 0.0 0.186
H -8.137 -1.232 -2.445 0.0 0.0 0.0 0.211
H -8.985 -0.078 -3.418 0.0 0.0 0.0 0.185
C 10.984 2.761 2.747 0.0 0.1 0.0 0.572
O 11.934 2.150 3.191 0.0 0.0 0.0 -0.616
N 11.115 3.731 1.786 0.0 -0.1 0.0 -0.351
N 9.698 2.529 3.171 0.0 0.0 -0.1 -0.341
H 10.346 4.258 1.421 0.0 0.0 0.1 0.157
H 12.042 3.929 1.462 0.0 0.0 0.0 0.214
H 9.573 1.834 3.881 0.0 0.0 0.0 0.194
H 8.900 3.018 2.815 0.0 0.1 0.1 0.174
C 1.154 -3.476 4.388 -0.4 -0.4 -0.3 0.692
O 0.940 -2.310 4.684 0.1 0.1 0.1 -0.674
N 0.344 -4.160 3.525 0.4 0.1 0.2 -0.203
N 2.217 -4.175 4.892 0.1 0.1 0.0 -0.438
H 0.492 -5.120 3.277 0.0 0.0 0.1 0.159
H -0.448 -3.670 3.131 -0.1 0.0 -0.1 0.172
H 2.817 -3.697 5.537 0.0 0.0 0.0 0.233
H 2.403 -5.134 4.669 -0.1 0.0 0.0 0.152
C -8.953 4.058 -4.641 -0.1 0.1 0.0 0.669
O -9.254 2.873 -4.650 0.1 -0.2 -0.1 -0.654
N -9.527 4.942 -3.777 0.1 0.0 0.0 -0.406
N -8.027 4.585 -5.497 0.0 -0.1 0.1 -0.374
H -9.304 5.919 -3.754 0.0 0.0 0.0 0.164
H -10.215 4.583 -3.142 0.0 0.0 0.0 0.218
H -7.598 3.963 -6.154 0.0 0.0 0.0 0.200
H -7.775 5.555 -5.508 0.0 0.0 0.0 0.172
C -3.620 -6.516 1.010 0.0 0.0 0.0 0.522
O -4.269 -7.535 1.151 0.0 0.0 0.0 -0.647
N -3.829 -5.391 1.763 0.0 0.1 0.0 -0.292
N -2.617 -6.402 0.082 0.0 0.0 0.0 -0.332
H -3.292 -4.547 1.653 0.1 0.0 0.0 0.176
H -4.555 -5.436 2.451 -0.1 -0.1 -0.1 0.171
H -2.433 -7.201 -0.494 0.0 0.0 0.0 0.203
H -2.077 -5.567 -0.042 0.0 0.0 0.0 0.176
```
Forces are in eV/Å.

As for the net charge: +1. As for the frontier orbital gap: 7.567 eV. As for the LUMO energy: -0.1298 Eh. For the largest force on an atom, the calculation gives 1.9 eV Å⁻¹. The total energy comes out at -3304.32785 Eh. The value obtained for the HOMO energy is -0.40795 Eh.

[2]
The following is a quantum chemistry calculation of a cluster of 4 separate species, C21H51F3N3OP in total, from the Open Molecules 2025 dataset.

XYZ file:
```
80
Properties=species:S:1:pos:R:3:forces:R:3:mulliken_charge:R:1
O -4.009 1.522 -1.091 0.1 -0.1 -0.1 -0.544
C -2.809 2.029 -1.639 -0.1 0.0 0.1 0.062
C -1.673 1.004 -1.616 0.3 0.0 0.4 -0.413
P -1.597 -0.429 -2.793 -0.2 0.1 0.0 0.001
C -3.098 2.638 -3.015 0.2 -0.1 0.1 0.639
F -3.830 3.749 -2.908 -0.1 0.1 0.1 -0.287
F -1.956 2.975 -3.646 0.1 0.0 0.0 -0.271
F -3.768 1.798 -3.816 -0.1 -0.1 -0.1 -0.247
H -4.168 0.635 -1.447 0.0 0.2 0.0 0.365
H -2.532 2.888 -1.010 0.0 -0.2 -0.1 0.266
H -0.700 1.511 -1.691 -0.2 -0.1 0.0 0.401
H -1.702 0.546 -0.614 0.1 0.2 -0.2 -0.052
H -1.675 0.323 -3.982 0.0 0.0 -0.1 0.035
H -2.984 -0.711 -2.808 -0.1 -0.1 0.0 0.039
C -3.591 2.011 2.274 0.1 0.1 0.0 -1.208
C -3.837 0.512 2.249 0.0 0.0 0.0 -0.594
N -3.225 -0.185 3.370 -0.2 0.0 0.0 0.489
C -3.170 -1.626 3.199 0.0 0.0 0.0 -0.766
C -4.494 -2.396 3.141 0.0 0.0 0.0 -1.180
C -3.597 0.291 4.693 0.0 0.0 0.0 -0.748
C -5.088 0.303 5.053 0.0 0.0 0.0 -1.150
H -2.521 2.214 2.353 0.0 0.0 0.0 0.079
H -3.963 2.459 1.353 0.0 0.0 0.0 0.372
H -4.089 2.504 3.109 0.0 0.0 0.0 0.415
H -3.386 0.099 1.341 0.0 0.0 0.0 0.414
H -4.919 0.328 2.159 0.0 0.0 0.0 0.407
H -2.555 -2.031 4.008 0.0 0.0 0.0 0.478
H -2.618 -1.815 2.273 0.0 0.0 0.0 0.361
H -4.973 -2.463 4.117 0.0 0.0 0.0 0.243
H -4.311 -3.415 2.794 0.0 0.0 0.0 0.408
H -5.200 -1.934 2.449 0.0 0.0 0.0 0.268
H -3.208 1.306 4.807 0.0 0.0 0.0 0.353
H -3.050 -0.319 5.417 0.0 0.0 0.0 0.476
H -5.689 0.730 4.248 0.0 0.0 0.0 0.264
H -5.248 0.916 5.941 0.0 0.0 0.0 0.397
H -5.473 -0.694 5.266 0.0 0.0 0.0 0.252
C 4.095 2.376 2.874 0.0 0.0 0.0 -1.488
C 2.705 1.786 3.050 0.0 0.0 0.0 -0.292
N 1.725 2.358 2.142 0.0 0.0 0.0 0.264
C 0.348 2.036 2.488 0.0 0.0 0.0 -1.032
C -0.108 0.575 2.390 0.0 0.1 0.0 0.566
C 2.057 2.291 0.727 -0.1 0.0 0.0 -1.132
C 2.361 0.909 0.135 0.0 0.1 0.0 -0.255
H 4.063 3.464 2.949 0.0 0.0 0.0 0.334
H 4.759 1.994 3.650 0.0 0.0 0.0 0.445
H 4.534 2.112 1.911 0.0 0.0 0.0 0.288
H 2.354 2.002 4.064 0.0 0.0 0.0 0.499
H 2.773 0.688 2.979 0.0 0.0 0.0 0.269
H -0.299 2.656 1.859 0.0 0.0 0.0 0.278
H 0.191 2.379 3.515 0.0 0.0 0.0 0.287
H -0.225 0.250 1.356 0.1 0.0 -0.1 -0.217
H -1.078 0.450 2.877 0.1 0.0 0.0 -0.477
H 0.597 -0.101 2.877 0.0 0.0 0.0 0.378
H 2.913 2.943 0.541 0.0 0.0 0.0 0.439
H 1.220 2.743 0.187 0.0 0.0 0.0 0.270
H 3.064 0.350 0.755 0.0 0.0 0.0 0.334
H 2.815 1.021 -0.853 0.0 0.0 0.0 0.179
H 1.466 0.301 0.017 0.0 0.0 0.1 0.034
C 6.112 -3.158 -3.857 0.0 0.0 0.0 -1.443
C 4.937 -2.422 -3.233 0.0 0.0 0.0 -0.301
N 4.095 -1.756 -4.213 0.0 -0.1 0.0 0.120
C 3.161 -0.811 -3.627 0.0 0.1 0.0 -0.983
C 2.060 -1.359 -2.714 0.0 0.0 0.0 0.221
C 3.569 -2.599 -5.275 0.0 0.0 0.0 -0.705
C 2.741 -3.825 -4.870 0.0 0.0 0.0 -0.936
H 6.691 -2.487 -4.494 0.0 0.0 0.0 0.336
H 6.766 -3.541 -3.073 0.0 0.0 0.0 0.437
H 5.792 -4.009 -4.459 0.0 0.0 0.0 0.294
H 5.320 -1.642 -2.569 0.0 0.0 0.0 0.424
H 4.381 -3.124 -2.590 0.0 0.0 0.0 0.249
H 2.700 -0.251 -4.446 0.0 0.0 0.0 0.282
H 3.755 -0.086 -3.061 0.0 0.0 0.0 0.407
H 1.276 -1.871 -3.270 0.0 0.0 0.0 0.103
H 1.582 -0.538 -2.176 0.0 0.0 0.0 -0.356
H 2.459 -2.045 -1.964 0.0 0.0 0.0 0.224
H 4.410 -2.938 -5.884 0.0 0.0 0.0 0.417
H 2.973 -1.955 -5.927 0.0 0.0 0.0 0.334
H 3.222 -4.384 -4.065 0.0 0.0 0.0 0.237
H 2.640 -4.500 -5.722 0.0 0.0 0.0 0.367
H 1.738 -3.560 -4.537 0.0 0.0 0.0 0.274
```
Forces are in eV/Å.

As for the energy above the lowest of the compared OMol25 structures with the same formula, charge and spin: 0.0 kJ/mol. As for the frontier orbital gap: 8.610 eV. As for the LUMO energy: 0.0210 Eh. As for the SMILES: O[C@@H](CP)C(F)(F)F.CCN(CC)CC.CCN(CC)CC.CCN(CC)CC. For the largest force on an atom, the calculation gives 0.5 eV Å⁻¹. The total energy comes out at -1711.13960 Eh. The value obtained for the HOMO energy is -0.29547 Eh.